# 1
Computed, not measured: C31H49BrN2O4SSn as an isolated structure in a non-equilibrium geometry, with ωB97M-V with the def2-TZVPD basis set.

## Properties
* orbital gap: 2.02 eV

The geometry in ORCA input format:
```
! RIJCOSX wB97M-V def2-TZVPD def2/J DEFGRID3
* xyz 2 1
C 6.13 0.69 0.81
C 4.93 0.87 1.86
N 4.00 -0.30 1.99
C 3.12 -0.52 0.80
C 1.61 -0.69 1.31
C 0.57 0.41 0.81
C -0.33 0.66 2.11
C -1.06 -0.62 2.74
C -1.73 -0.11 4.14
C -3.14 0.56 3.70
C -4.29 -0.45 3.35
C -5.63 0.16 2.87
C -5.80 1.69 2.73
C -4.64 2.65 3.11
C -3.27 2.10 3.59
C 1.20 1.90 0.58
O 1.90 2.58 1.37
N 0.78 2.41 -0.72
C -0.43 1.69 -1.29
S -1.80 2.68 -0.42
C -0.71 1.76 -2.86
C -1.04 3.19 -3.50
C -2.64 3.51 -3.61
C -0.21 4.43 -2.94
C -0.16 0.22 -0.64
C 0.62 -0.81 -1.60
C 1.96 -0.27 -2.29
C 1.90 -0.77 -3.85
Br 3.81 -1.14 -4.39
C -1.66 -0.43 -0.56
C -1.70 -2.02 -0.38
C -2.08 -2.84 -1.72
C -2.33 -4.38 -1.22
O -1.88 -5.29 -2.26
C -2.97 -5.48 -3.16
O -2.72 -5.89 -4.31
C 4.65 -1.51 2.44
C 5.56 -2.50 1.59
O 4.51 -1.80 3.74
H 6.35 1.69 0.32
H 5.90 -0.16 0.08
H 7.05 0.34 1.43
H 4.34 1.81 1.52
H 5.30 1.13 2.92
H 3.41 -1.52 0.28
H 3.29 0.29 0.02
H 1.66 -0.70 2.47
H 1.23 -1.75 1.03
H 0.39 1.05 2.93
H -1.13 1.48 2.01
H -0.37 -1.49 3.03
H -1.93 -1.04 2.14
H -1.93 -1.01 4.82
H -1.06 0.62 4.71
H -4.16 -1.59 3.42
H -6.47 -0.58 2.59
H -6.80 2.09 2.34
H -4.77 3.78 2.99
H -2.38 2.76 3.86
H 1.50 2.70 -1.40
H -1.19 3.40 0.60
H 0.13 1.30 -3.51
H -1.63 1.09 -3.08
H -0.73 3.10 -4.61
H -3.21 2.57 -3.95
H -2.78 4.29 -4.45
H -3.05 3.98 -2.65
H -0.20 4.55 -1.81
H 0.89 4.31 -3.30
H -0.58 5.39 -3.46
H 0.92 -1.80 -1.08
H -0.12 -1.07 -2.45
H 2.93 -0.76 -1.90
H 2.07 0.86 -2.35
H 1.56 0.05 -4.56
H 1.33 -1.75 -3.98
H -2.28 -0.19 -1.49
H -2.27 0.00 0.33
H -2.55 -2.26 0.37
H -0.75 -2.46 0.12
H -1.24 -2.91 -2.48
H -3.06 -2.41 -2.11
H -3.40 -4.56 -0.85
H -1.63 -4.52 -0.31
H -4.03 -5.30 -2.77
H 6.68 -2.37 1.74
H 5.36 -2.29 0.47
H 5.24 -3.60 1.74
Sn 3.12 -2.90 4.38
*
```

---

# 2
Computed, not measured: a 3-piece molecular cluster, C31H49ClN4O8S overall in a non-equilibrium geometry, with ωB97M-V with the def2-TZVPD basis set.

## Properties
* orbital gap: 8.55 eV
* SMILES: CCCCCCCCCCN(NCCCC)C(=O)OCCCCS(=O)(=O)Cl.O=[N+]([O-])c1ccccc1.O=[N+]([O-])c1ccccc1

The geometry in ORCA input format:
```
! RIJCOSX wB97M-V def2-TZVPD def2/J DEFGRID3
* xyz 0 1
C -4.20 1.24 4.99
C -2.88 1.53 5.70
C -1.76 2.09 4.82
C -1.44 1.38 3.50
C -0.57 0.13 3.62
C -1.25 -1.14 4.11
C -2.35 -1.71 3.22
C -1.84 -2.61 2.08
C -1.90 -2.01 0.65
C -0.57 -2.07 -0.09
N 0.29 -0.91 0.21
N 0.46 0.04 -0.84
C -0.22 1.31 -0.60
C -1.66 1.44 -1.09
C -2.07 2.91 -1.30
C -2.21 3.63 0.04
C 1.49 -1.21 0.86
O 1.51 -1.63 2.03
O 2.66 -1.01 0.16
C 3.21 0.29 0.43
C 3.74 0.42 1.86
C 2.90 1.43 2.65
C 3.30 1.49 4.10
S 2.42 2.80 4.97
O 1.99 2.31 6.25
O 1.48 3.42 4.08
Cl 3.91 4.15 5.28
H -4.85 0.67 5.65
H -4.70 2.16 4.72
H -4.07 0.66 4.08
H -3.09 2.28 6.46
H -2.55 0.65 6.26
H -2.03 3.12 4.58
H -0.84 2.14 5.40
H -0.88 2.09 2.90
H -2.34 1.15 2.93
H -0.13 -0.06 2.64
H 0.27 0.38 4.28
H -1.64 -0.95 5.11
H -0.48 -1.91 4.23
H -2.97 -2.34 3.86
H -3.02 -0.95 2.83
H -2.48 -3.48 2.06
H -0.83 -2.94 2.31
H -2.66 -2.55 0.07
H -2.20 -0.97 0.71
H -0.05 -2.97 0.24
H -0.70 -2.17 -1.17
H 0.16 -0.35 -1.73
H 0.37 2.12 -1.06
H -0.21 1.48 0.47
H -1.83 0.89 -2.02
H -2.36 1.03 -0.36
H -3.04 2.94 -1.79
H -1.35 3.43 -1.93
H -1.23 3.80 0.50
H -2.80 3.04 0.74
H -2.70 4.59 -0.08
H 4.00 0.44 -0.29
H 2.45 1.05 0.24
H 4.80 0.68 1.88
H 3.64 -0.54 2.37
H 3.00 2.42 2.20
H 1.85 1.14 2.56
H 3.04 0.58 4.65
H 4.37 1.67 4.21
C 2.69 -3.41 -1.92
C 2.73 -2.74 -3.14
C 2.52 -3.44 -4.32
C 2.28 -4.80 -4.25
C 2.24 -5.49 -3.05
C 2.46 -4.78 -1.88
N 2.05 -5.55 -5.50
O 2.11 -4.93 -6.54
O 1.81 -6.73 -5.42
H 2.87 -2.87 -1.00
H 2.91 -1.68 -3.17
H 2.56 -2.94 -5.27
H 2.06 -6.55 -3.04
H 2.44 -5.30 -0.93
C -0.47 -0.23 -7.66
C -0.03 0.97 -8.20
C -0.10 2.14 -7.45
C -0.62 2.07 -6.17
C -1.07 0.89 -5.62
C -0.99 -0.27 -6.37
N -0.71 3.31 -5.39
O -0.37 4.34 -5.92
O -1.15 3.24 -4.26
H -0.41 -1.14 -8.24
H 0.37 1.00 -9.20
H 0.23 3.08 -7.86
H -1.47 0.88 -4.62
H -1.34 -1.20 -5.96
*
```

---

# 3
Computed, not measured: C31H49F3FeN8OPS2Si as an isolated structure in a non-equilibrium geometry, with ωB97M-V with the def2-TZVPD basis set.

## Properties
* orbital gap (spin up / spin down): 7.60 / 7.00 eV
* expectation value of S²: 8.765

The geometry in ORCA input format:
```
! RIJCOSX wB97M-V def2-TZVPD def2/J DEFGRID3
* xyz 0 6
Fe 6.93 -15.95 -7.76
C 12.29 -19.08 -8.95
C 11.28 -18.36 -9.96
N 10.76 -17.10 -9.55
C 9.65 -17.00 -8.80
S 9.12 -15.44 -8.33
N 9.08 -18.13 -8.44
N 7.98 -17.86 -7.70
C 7.63 -18.80 -6.88
C 8.36 -20.07 -6.66
C 6.45 -18.37 -6.05
C 5.87 -19.25 -5.13
C 4.90 -18.71 -4.28
C 4.71 -17.32 -4.30
C 5.28 -16.54 -5.28
N 6.09 -17.09 -6.15
H 13.03 -19.77 -9.43
H 11.68 -19.71 -8.30
H 12.78 -18.30 -8.37
H 10.49 -19.01 -10.23
H 11.94 -18.27 -10.85
H 11.17 -16.27 -9.87
H 8.74 -20.06 -5.61
H 9.20 -20.12 -7.36
H 7.70 -20.96 -6.75
H 6.19 -20.30 -5.01
H 4.49 -19.37 -3.47
H 3.93 -16.83 -3.63
H 5.04 -15.51 -5.39
C 3.22 -9.81 -6.32
Si 4.77 -10.87 -6.19
C 5.18 -11.24 -4.44
C 6.11 -9.75 -6.85
C 4.36 -12.51 -7.22
C 3.12 -12.63 -7.72
C 2.75 -13.80 -8.46
C 3.59 -14.80 -8.66
N 4.86 -14.71 -8.16
C 5.23 -13.62 -7.46
S 6.83 -13.69 -6.85
H 3.24 -8.84 -5.74
H 2.29 -10.29 -6.01
H 2.96 -9.46 -7.34
H 5.32 -10.28 -3.90
H 6.15 -11.77 -4.42
H 4.45 -11.71 -3.83
H 7.11 -10.02 -6.65
H 5.86 -8.75 -6.65
H 6.12 -9.81 -7.97
H 2.35 -11.88 -7.56
H 1.72 -13.87 -8.79
H 3.24 -15.63 -9.27
F 7.27 -17.33 -10.21
C 6.34 -16.49 -9.60
F 5.14 -17.11 -9.73
F 6.34 -15.41 -10.45
O 5.47 -19.96 -8.26
P 4.90 -20.77 -9.36
N 6.16 -21.17 -10.39
C 7.41 -20.31 -10.71
C 8.09 -20.98 -11.93
C 6.94 -21.77 -12.61
C 6.07 -22.19 -11.46
N 3.70 -20.05 -10.24
C 2.46 -19.65 -9.51
C 1.71 -18.83 -10.54
C 2.81 -18.20 -11.34
C 3.87 -19.25 -11.43
N 4.15 -22.16 -8.83
C 3.39 -23.18 -9.67
C 2.82 -24.05 -8.61
C 3.89 -24.20 -7.55
C 4.65 -22.85 -7.63
H 8.10 -20.31 -9.85
H 7.16 -19.29 -10.90
H 8.81 -21.68 -11.60
H 8.49 -20.28 -12.61
H 7.27 -22.66 -13.17
H 6.41 -21.16 -13.29
H 6.41 -23.17 -11.09
H 5.05 -22.46 -11.74
H 2.73 -19.16 -8.55
H 2.02 -20.57 -9.20
H 1.02 -18.07 -10.25
H 1.17 -19.49 -11.19
H 3.26 -17.33 -10.83
H 2.45 -17.92 -12.35
H 4.86 -18.80 -11.53
H 3.72 -19.80 -12.36
H 4.09 -23.67 -10.29
H 2.66 -22.64 -10.28
H 2.53 -25.01 -9.01
H 1.95 -23.53 -8.22
H 4.59 -25.09 -7.69
H 3.33 -24.35 -6.64
H 5.72 -22.99 -7.60
H 4.33 -22.25 -6.72
*
```

---

no.,energy (eV)
1,-130792.52314
2,-78633.36163
3,-128289.33542